No. 1
Density functional theory data (wB97M-V/def2-TZVPD) for a structure of composition C29H36FeN3O6PSe in a non-equilibrium geometry.

XYZ file:
```
77
Properties=species:S:1:pos:R:3:mulliken_charge:R:1
Fe 0.02665 0.08569 -0.39745 1.04
C -0.95651 -3.36180 0.29502 -1.47
N -1.17300 -2.32436 -0.71040 1.14
C -2.61077 -1.98342 -0.66370 -1.35
C -3.01737 -0.69586 -1.37462 -0.69
C -2.87895 0.57429 -0.52003 -1.17
N -1.77190 0.49544 0.46438 0.16
C -1.57045 1.56096 1.12320 -0.04
C -0.88296 1.76558 2.42053 -0.73
C -1.12735 2.96080 2.94049 -0.11
C -0.85814 3.29181 4.34115 -0.98
C -0.18923 2.45965 5.11977 -1.02
C 0.50348 1.24385 4.55003 0.15
C -0.17545 0.69264 3.25725 1.21
O 0.43857 -1.14764 1.31472 -0.12
C -0.73066 -2.80653 -2.03229 -1.21
C 0.77686 -2.60111 -2.36965 -1.03
C 1.75955 -2.31645 -1.22116 -1.13
N 1.91317 -0.88276 -0.92782 0.37
C 3.08085 -0.45082 -0.71343 -0.95
C 3.42467 0.91607 -0.27579 0.61
C 4.69838 1.39527 -0.56184 -0.61
C 5.03365 2.72494 -0.35531 -0.96
C 4.05268 3.59403 0.11811 -0.29
C 2.80101 3.12271 0.47658 -0.63
C 2.48955 1.76680 0.35405 0.24
O 1.33942 1.31075 0.85454 0.62
H -1.68450 -4.18244 0.17276 0.35
H -1.05283 -2.93766 1.29683 0.12
H 0.04016 -3.79261 0.20519 0.52
H -2.86798 -1.89316 0.39746 0.53
H -3.19199 -2.83150 -1.05830 0.56
H -4.06380 -0.77119 -1.67811 0.53
H -2.41303 -0.57616 -2.27037 0.19
H -3.79522 0.73377 0.05380 0.43
H -2.73888 1.43726 -1.18170 0.50
H -2.04540 2.47292 0.73863 0.06
H -1.65325 3.68635 2.32708 0.49
H -1.26328 4.21192 4.74576 0.40
H -0.02181 2.68537 6.16769 0.45
H 0.47147 0.44412 5.29147 0.58
H -1.30713 -2.28428 -2.79428 0.41
H -0.97838 -3.87643 -2.11756 0.62
H 0.84325 -1.75893 -3.05591 0.22
H 1.13337 -3.49059 -2.89683 0.59
H 2.73225 -2.75823 -1.46158 0.66
H 1.41759 -2.75860 -0.28731 0.23
H 3.93136 -1.11858 -0.90476 0.15
H 5.42749 0.71157 -0.98971 0.39
H 6.02717 3.08791 -0.58529 0.38
H 4.27128 4.65382 0.20743 0.41
H 2.02078 3.78939 0.83130 0.28
C 1.86101 -1.38533 3.56028 -1.50
P 1.17364 -0.21917 2.28538 1.27
C -1.25771 -0.34461 3.64324 -1.41
C 1.97539 1.63534 4.40873 -0.26
C 2.86620 1.31231 5.42785 -0.62
C 4.20166 1.68796 5.35375 -0.74
C 4.66168 2.38993 4.24536 -0.83
C 3.77669 2.72319 3.22589 -0.64
C 2.43886 2.36258 3.31450 0.89
H 1.09461 -1.73321 4.25991 0.30
H 2.69421 -0.94427 4.10975 0.34
H 2.21721 -2.23191 2.97077 0.50
H -0.83062 -1.20016 4.16931 0.35
H -1.76634 -0.71238 2.75460 0.07
H -1.98881 0.13538 4.30438 0.44
H 2.51016 0.75105 6.28818 0.39
H 4.88342 1.41952 6.15251 0.38
H 5.70445 2.67535 4.17286 0.43
H 4.12394 3.26103 2.35027 0.28
H 1.75534 2.62928 2.51065 0.22
O 1.81101 1.50605 -2.99573 -0.69
Se 0.19867 1.55894 -2.76747 1.03
O -0.60624 2.31997 -3.95684 -0.83
O -0.39915 0.00369 -2.51526 -0.80
O -0.18121 2.15867 -1.25277 -0.66
```

Calculated values
- Multiplicity: 6
- HOMO (spin up / spin down): -4.18 / -4.69 eV
- Kohn-Sham gap (spin up / spin down): 6.5 / 6.7 eV
- Net charge: -1
- Calculated total energy: -5748.832643 Ha
- Energy above the lowest of the compared OMol25 structures with the same formula, charge and spin: 1.555 eV
- LUMO (spin up / spin down): 2.3 / 2.0 eV
- Maximum force: 0.0306 hartree/bohr

---

No. 2
Density functional theory data (wB97M-V/def2-TZVPD) for a structure of composition C29H36FeN8 in a non-equilibrium geometry.

XYZ file:
```
74
Properties=species:S:1:pos:R:3:mulliken_charge:R:1
Fe -0.02929 0.03217 0.04584 0.46
N 0.42240 0.44014 3.14118 -0.18
N 0.97311 2.29619 0.19012 0.71
C -0.98222 -0.88335 -1.60010 0.53
C -1.80599 0.17645 -1.04150 1.38
C -2.12833 -0.14563 0.28740 0.95
C -2.94604 0.64359 1.28159 -1.44
H -3.10413 1.64571 0.92824 0.50
H -2.46699 0.71669 2.27873 -0.21
H -3.90213 0.14126 1.42224 0.35
C -1.44649 -1.44776 0.62392 0.37
C -1.56741 -2.18673 1.93237 -1.58
H -2.30448 -2.78401 2.01719 0.80
H -1.64582 -1.41321 2.76313 0.51
H -0.58776 -2.68872 2.12457 0.20
C -0.74006 -1.86899 -0.55965 0.60
C -0.02811 -3.16303 -0.71627 -1.89
H 0.46295 -3.46008 0.22000 0.34
H 0.74231 -3.09307 -1.49062 0.37
H -0.72547 -3.95844 -0.99991 0.30
C -2.33711 1.36182 -1.78386 -2.37
H -3.42842 1.43567 -1.69537 0.43
H -2.09245 1.29537 -2.84939 0.49
H -1.90941 2.30568 -1.40264 0.25
C -0.56743 -1.01902 -3.02819 -1.59
H 0.49283 -1.30659 -3.11623 0.14
H -0.68766 -0.07502 -3.57603 0.21
H -1.16474 -1.78531 -3.54851 0.34
C 0.95402 0.13234 4.40121 0.08
H 0.74834 -0.81112 4.76809 0.57
C 1.67850 1.10506 5.04395 -0.84
H 2.06776 0.84543 6.04333 0.32
C 1.90307 2.33318 4.45783 -0.87
H 2.49115 3.10381 4.97705 0.32
C 1.38280 2.57852 3.19520 0.02
H 1.56129 3.54626 2.69297 0.14
C 0.67847 1.65894 2.52927 -0.21
C 0.11989 1.75520 1.17771 -0.03
H -0.87839 2.23962 1.16807 0.11
C 1.03830 1.39409 -0.89616 -0.75
C 1.71682 3.47841 -0.18148 -0.37
H 1.80744 4.29112 0.52793 0.50
C 2.17268 3.28788 -1.39207 -0.96
H 2.78190 3.89376 -2.04302 0.53
N 1.74147 2.01821 -1.82340 0.93
C 1.96933 1.45247 -3.15804 -0.16
C 1.08893 1.81352 -4.19731 0.86
C 1.29566 1.23142 -5.46537 -0.82
H 0.61274 1.49081 -6.27541 0.30
C 2.33980 0.33224 -5.69327 0.83
C 2.56206 -0.26689 -7.07038 -1.48
H 2.29155 -1.33407 -7.09182 0.29
H 3.61207 -0.19319 -7.36529 0.36
H 1.96270 0.24897 -7.82879 0.36
C 3.19170 -0.00137 -4.63438 -0.98
H 4.00975 -0.70607 -4.79328 0.35
C 3.02456 0.54956 -3.35407 1.09
C 3.92899 0.15540 -2.21607 -1.43
H 4.53171 0.99809 -1.84639 0.32
H 4.62481 -0.64363 -2.53485 0.40
H 3.35334 -0.22321 -1.36242 0.19
C -0.05161 2.76834 -3.97163 -1.60
H 0.19640 3.79320 -4.28580 0.35
H -0.34435 2.81852 -2.91861 0.09
H -0.94013 2.46043 -4.56004 0.43
N 0.43433 -3.18866 4.36157 -1.06
N -0.09215 -2.00326 3.85271 0.82
N -1.17926 -1.10422 4.51553 -0.90
C -1.50652 -0.04569 3.94402 0.18
N -0.58365 -0.09602 1.99645 -0.54
N 0.54249 -1.39061 2.51664 -0.32
H 0.08929 -3.53732 5.24282 0.17
H 1.14498 -3.70836 3.86868 0.16
H -2.17401 0.89539 4.28826 0.27
```

Calculated values
- Multiplicity: 6
- HOMO (spin up / spin down): -1.10 / -3.24 eV
- Kohn-Sham gap (spin up / spin down): 3.6 / 5.7 eV
- Net charge: -1
- Calculated total energy: -2827.590630 Ha
- LUMO (spin up / spin down): 2.5 / 2.5 eV
- Maximum force: 0.1922 hartree/bohr

---

No. 3
Density functional theory data (wB97M-V/def2-TZVPD) for a structure of composition C29H36N2O2P2S4Zr in a non-equilibrium geometry.

XYZ file:
```
76
Properties=species:S:1:pos:R:3:mulliken_charge:R:1
Zr -1.27793 0.33746 -0.98846 -0.38
C -1.75363 1.70976 2.79024 -1.51
P -1.03203 0.49366 1.64304 1.51
C 0.74797 0.56216 2.08554 -0.37
N 1.03917 0.58436 3.36094 -0.21
C 2.33277 0.58826 3.72634 0.23
C 2.69217 0.56426 5.08714 -0.45
C 4.01717 0.56256 5.42934 -0.65
C 5.02557 0.59946 4.44534 -0.60
C 4.71697 0.61766 3.11304 -0.57
C 3.36467 0.59696 2.72344 0.19
N 3.03287 0.58366 1.42154 -0.18
C 1.76407 0.56356 1.09894 -0.05
P 1.38297 0.58696 -0.69276 1.73
C 2.84237 -0.26334 -1.38456 -1.70
C 1.61487 2.42116 -1.10546 1.72
C 3.00677 2.92846 -0.73756 -1.65
C 1.36327 2.58136 -2.60726 -1.76
C 0.53487 3.18536 -0.33026 -1.46
C -1.55833 -1.20934 2.27964 1.58
C -0.95983 -2.21784 1.28444 -1.17
C -1.10063 -1.52304 3.69894 -1.79
C -3.08593 -1.23214 2.21094 -1.88
H -1.32883 1.55696 3.78634 0.45
H -2.83903 1.59616 2.81064 0.45
H -1.52023 2.72006 2.43884 0.38
H 1.91067 0.53716 5.82964 0.50
H 4.30507 0.53306 6.46764 0.44
H 6.05837 0.61186 4.75524 0.44
H 5.47477 0.64566 2.34574 0.50
H 3.74057 0.14996 -0.92426 0.52
H 2.87467 -0.14194 -2.46736 0.36
H 2.77737 -1.32824 -1.15476 0.45
H 3.77287 2.48146 -1.36606 0.38
H 3.24707 2.72246 0.30364 0.36
H 3.05037 4.00616 -0.88266 0.50
H 2.06487 1.98806 -3.19426 0.35
H 1.50477 3.62386 -2.88996 0.53
H 0.33637 2.29796 -2.86846 0.30
H 0.65457 3.06426 0.74924 0.26
H -0.47553 2.85996 -0.63246 0.39
H 0.61477 4.25016 -0.54996 0.58
H 0.09917 -2.00024 1.08414 0.10
H -1.53483 -2.23064 0.34664 0.16
H -1.01163 -3.22144 1.70454 0.58
H -0.01663 -1.55634 3.78214 0.40
H -1.49363 -2.49994 3.98164 0.51
H -1.48533 -0.79364 4.40734 0.39
H -3.45613 -0.77184 1.28714 0.36
H -3.51683 -0.70694 3.05994 0.44
H -3.44553 -2.26044 2.24254 0.47
O -8.18303 0.88106 -0.62986 -0.46
C -7.00793 0.78766 -0.71866 0.58
S -5.88393 2.15006 -0.45496 -0.08
C -4.40983 1.27056 -0.80616 0.45
C -4.52993 -0.05894 -1.09546 -0.05
S -3.22223 -1.16314 -1.39516 -0.36
S -6.15203 -0.72624 -1.11976 -0.06
S -2.93323 2.17906 -0.80586 -0.52
C -0.93353 0.08336 -5.26956 -1.87
C -0.80583 -0.46524 -3.89126 0.95
O -0.94883 0.33086 -2.91526 -0.56
C -0.51043 -1.86874 -3.66006 0.63
C -0.45253 -2.80564 -4.70746 -0.71
C -0.10683 -4.11934 -4.45386 -0.86
C 0.19317 -4.53304 -3.16316 -0.60
C 0.12297 -3.62534 -2.11176 -1.16
C -0.23183 -2.31484 -2.35176 1.04
H -1.08183 1.16216 -5.22656 0.37
H -1.79013 -0.36124 -5.78056 0.49
H -0.04913 -0.13674 -5.86596 0.46
H -0.67673 -2.50374 -5.71616 0.54
H -0.06203 -4.82724 -5.26716 0.44
H 0.48637 -5.55264 -2.97136 0.48
H 0.36127 -3.94474 -1.10976 0.51
H -0.26453 -1.59254 -1.51776 0.22
```

Calculated values
- HOMO: -12.71 eV
- Kohn-Sham gap: 5.2 eV
- Net charge: +2
- Calculated total energy: -3708.744697 Ha
- Energy above the lowest of the compared OMol25 structures with the same formula, charge and spin: 1.040 eV
- LUMO: -7.5 eV
- Maximum force: 0.0698 hartree/bohr